Record 1
A structure of composition C15H32NNiO2P2 in a non-equilibrium geometry, computed with wB97M-V/def2-TZVPD.

Properties
Charge: +1
Energy above the lowest of the compared OMol25 structures with the same formula, charge and spin in eV: 0.000
Multiplicity: 3

Atoms and positions in Å:
Ni1 -0.10 0.27 -0.06
P1 1.86 -0.76 0.19
P2 -2.16 0.69 -0.63
O1 3.21 2.84 -3.35
O2 0.20 3.46 -0.97
N1 -0.19 -1.09 -1.69
C1 -2.33 1.88 -2.01
C2 0.97 -1.57 -2.26
C3 2.03 -2.35 1.10
C4 -2.62 -0.87 -1.58
C5 -0.31 -2.51 -4.08
C6 0.50 -0.38 3.37
C7 -1.37 -1.39 -2.26
C8 3.20 0.39 0.74
C9 0.91 -2.08 -3.57
C10 -1.47 -2.21 -3.37
C11 -3.66 1.05 0.31
C12 2.14 -1.54 -1.43
C13 -0.16 1.36 1.71
C14 -1.91 0.19 3.13
C15 -0.49 0.73 3.05
H1 1.97 -2.32 2.20
H2 0.44 -0.74 4.41
H3 4.13 -0.19 0.75
H4 3.08 -1.52 -1.97
H5 0.94 3.47 -0.28
H6 -3.31 1.73 -2.48
H7 -3.46 -0.67 -2.26
H8 0.47 3.91 -1.76
H9 -4.54 1.15 -0.35
H10 -3.53 1.99 0.84
H11 -0.90 2.14 1.46
H12 -1.55 1.78 -2.78
H13 3.00 0.78 1.76
H14 0.55 1.26 -0.75
H15 -2.66 0.94 2.89
H16 0.29 -1.24 2.72
H17 -0.39 1.50 3.84
H18 0.83 1.83 1.78
H19 -0.39 -3.10 -5.00
H20 3.03 -2.69 0.78
H21 -2.46 -2.54 -3.65
H22 1.81 -2.18 -4.17
H23 3.04 2.56 -4.29
H24 1.54 -0.08 3.18
H25 -2.96 -1.61 -0.84
H26 3.28 1.25 0.06
H27 -2.15 -0.21 4.13
H28 1.28 -3.03 0.68
H29 -3.87 0.26 1.03
H30 4.03 2.41 -2.98
H31 -2.03 -0.64 2.42
H32 -2.28 2.88 -1.57

Mulliken atomic charge list, values in e, 8 entries: atom 1 (Ni): -0.285, atom 2 (P): 1.055, atom 3 (P): 1.024, atom 4 (O): -0.627, atom 5 (O): -0.556, atom 6 (N): -0.004, atom 7 (C): -1.510, atom 8 (C): 0.814


Record 2
A structure of composition C15H32NO2P2Ti in a non-equilibrium geometry, computed with wB97M-V/def2-TZVPD.

Properties
Charge: +1
Multiplicity: 3

Atoms and positions in Å:
Ti1 0.92 0.04 0.74
P1 3.05 -0.71 0.31
P2 -3.10 -0.46 -0.26
O1 -2.04 -4.90 -4.05
O2 -2.31 -2.42 -0.04
N1 0.32 0.60 -1.18
C1 0.73 -0.05 3.65
C2 2.85 0.65 -0.99
C3 1.53 1.01 -1.67
C4 4.67 -0.38 1.08
C5 -0.13 2.29 4.06
C6 -0.80 0.80 -1.91
C7 -4.73 -0.68 -1.05
C8 1.12 1.72 1.91
C9 1.62 1.72 -2.85
C10 0.18 1.22 3.00
C11 0.48 1.99 -3.60
C12 -3.34 0.25 1.39
C13 -2.24 0.39 -1.62
C14 -0.73 1.49 -3.11
C15 3.45 -2.14 -0.77
H1 -2.16 -4.10 -4.59
H2 4.34 -1.95 -1.38
H3 0.78 2.62 1.37
H4 -5.32 0.24 -0.99
H5 -0.80 0.99 2.54
H6 3.34 1.58 -0.64
H7 -3.03 1.32 1.38
H8 -2.40 -2.38 0.93
H9 -2.66 -0.31 2.07
H10 -1.67 1.65 -3.63
H11 -4.40 0.14 1.71
H12 -2.51 -0.19 -2.44
H13 4.65 0.57 1.63
H14 3.51 0.23 -1.77
H15 2.15 1.88 2.25
H16 -5.31 -1.50 -0.59
H17 -0.62 3.15 3.60
H18 -1.16 -5.14 -4.19
H19 0.51 2.55 -4.53
H20 1.65 0.18 4.22
H21 -0.80 1.87 4.81
H22 -3.12 -2.79 -0.32
H23 -4.61 -0.93 -2.13
H24 0.79 2.63 4.56
H25 2.60 2.06 -3.17
H26 2.61 -2.37 -1.42
H27 4.90 -1.17 1.80
H28 5.50 -0.34 0.35
H29 -2.81 1.35 -1.65
H30 0.94 -0.88 2.94
H31 3.63 -3.02 -0.14
H32 -0.02 -0.41 4.36

Mulliken atomic charge list, values in e, 8 entries: atom 1 (Ti): 0.041, atom 2 (P): 1.020, atom 3 (P): 0.556, atom 4 (O): -0.615, atom 5 (O): -0.549, atom 6 (N): 0.137, atom 7 (C): -1.109, atom 8 (C): -1.368


Record 3
A structure of composition C15H32NO3P2Sn in a non-equilibrium geometry, computed with wB97M-V/def2-TZVPD.

Properties
Charge: +3
Energy above the lowest of the compared OMol25 structures with the same formula, charge and spin in eV: 1.900
Multiplicity: 1

Atoms and positions in Å:
Sn1 0.04 0.76 0.62
P1 2.24 -0.58 0.07
P2 -2.35 0.83 -0.62
O1 -0.50 -0.57 2.09
O2 2.67 2.51 -3.22
O3 0.24 3.45 -1.35
N1 -0.09 -0.67 -1.86
C1 1.00 -1.99 -3.55
C2 -3.89 1.07 0.26
C3 -1.22 0.99 3.84
C4 1.17 0.13 3.72
C5 -0.71 -1.43 4.21
C6 -1.36 -2.20 -3.18
C7 2.35 -1.16 -1.62
C8 -1.27 -1.22 -2.20
C9 1.08 -1.21 -2.34
C10 -0.21 -2.56 -3.90
C11 3.86 0.09 0.56
C12 -0.30 -0.18 3.45
C13 -2.48 1.98 -2.06
C14 -2.53 -0.78 -1.47
C15 2.02 -2.23 0.79
H1 -2.35 3.03 -1.73
H2 -0.27 -3.26 -4.74
H3 0.92 4.06 -0.92
H4 1.31 0.29 4.79
H5 -3.90 2.07 0.72
H6 1.29 -2.75 0.16
H7 -1.76 1.73 -2.85
H8 4.11 1.00 -0.02
H9 1.53 1.03 3.21
H10 -3.98 0.33 1.05
H11 -2.83 -1.52 -0.70
H12 4.62 -0.68 0.37
H13 3.00 -2.72 0.64
H14 -0.99 1.93 3.32
H15 -2.33 -2.61 -3.40
H16 1.94 -2.18 -4.09
H17 0.53 3.16 -2.23
H18 -4.75 0.99 -0.41
H19 -2.28 0.75 3.66
H20 3.16 -0.77 -2.31
H21 3.66 2.53 -3.08
H22 -1.76 -1.66 3.97
H23 2.44 1.56 -3.32
H24 -3.39 -0.72 -2.18
H25 -0.61 -1.30 5.29
H26 -1.09 1.18 4.91
H27 -0.10 -2.27 3.88
H28 0.23 2.51 -0.67
H29 3.87 0.36 1.63
H30 1.80 -0.72 3.42
H31 -3.50 1.87 -2.47
H32 1.70 -2.26 1.83

Mulliken atomic charge list, values in e, 8 entries: atom 1 (Sn): 0.808, atom 2 (P): 0.821, atom 3 (P): 0.644, atom 4 (O): -0.575, atom 5 (O): -0.624, atom 6 (O): -0.429, atom 7 (N): 0.095, atom 8 (C): -0.720


Record 4
A structure of composition C15H33AlBCaCl4F5NO12PS2 in a non-equilibrium geometry, computed with wB97M-V/def2-TZVPD.

Properties
Multiplicity: 1

Atoms and positions in Å:
Ca1 -4.08 -0.90 -2.02
Cl1 -9.22 -3.49 -1.17
Cl2 -6.31 0.44 -2.12
Cl3 -7.77 -1.49 -2.07
Cl4 -7.14 -3.70 0.86
S1 -1.21 -1.27 -0.72
S2 1.51 3.75 -2.13
P1 2.05 -2.29 5.01
Al1 -4.93 -1.72 1.34
F1 -2.19 0.83 0.70
F2 3.96 -1.53 -5.35
F3 -3.23 0.48 -1.19
F4 -1.04 -1.83 2.66
F5 -3.59 -0.84 0.52
O1 4.74 -1.01 -1.74
O2 1.92 -2.02 6.64
O3 -1.03 2.65 -2.76
O4 -0.66 -1.87 0.50
O5 3.81 -0.60 -3.76
O6 3.75 -2.34 5.30
O7 -1.83 -2.25 -1.62
O8 -3.10 5.32 -7.40
O9 -0.26 -0.38 -1.41
O10 5.43 -2.21 -3.56
O11 2.32 -0.71 4.56
O12 0.52 -2.26 4.76
N1 -1.14 4.05 -6.31
C1 -0.39 3.85 -2.18
C2 2.71 -4.10 7.60
C3 4.36 -2.59 2.96
C4 -1.37 6.76 -5.78
C5 -1.87 3.35 -5.15
C6 -0.80 2.53 -4.20
C7 3.05 0.11 -2.80
C8 -8.51 -4.51 0.09
C9 3.96 0.16 -1.61
C10 4.72 -1.35 -3.07
C11 1.44 -0.08 3.64
C12 4.47 -3.13 4.37
C13 -2.60 -0.16 -0.15
C14 1.57 -3.12 7.47
C15 0.34 0.68 4.38
B1 -1.91 5.36 -6.54
H1 4.62 1.04 -1.64
H2 -0.96 1.37 -4.47
H3 0.28 2.79 -4.57
H4 -2.09 7.64 -6.15
H5 -0.18 4.38 -5.99
H6 2.13 -0.45 -2.60
H7 1.03 -0.80 2.93
H8 -9.26 -4.73 0.84
H9 2.79 1.10 -3.17
H10 -0.44 1.00 3.68
H11 3.41 0.16 -0.67
H12 0.67 -3.61 7.07
H13 2.48 -4.87 8.34
H14 -8.16 -5.44 -0.37
H15 4.66 -1.54 2.92
H16 1.32 -2.72 8.45
H17 -1.51 6.63 -4.62
H18 -2.61 2.56 -5.65
H19 5.00 -3.16 2.27
H20 3.34 -2.65 2.59
H21 3.64 -3.59 7.89
H22 2.91 -4.60 6.64
H23 -0.71 3.87 -1.03
H24 -2.55 4.11 -4.56
H25 1.91 3.82 -0.77
H26 5.52 -3.13 4.68
H27 -3.43 4.35 -7.43
H28 -0.78 4.87 -2.63
H29 2.03 0.63 3.05
H30 -0.12 0.08 5.16
H31 -0.24 6.94 -6.04
H32 4.11 -4.16 4.42
H33 0.76 1.57 4.86

Mulliken atomic charge list, values in e, 8 entries: atom 1 (Ca): 1.186, atom 2 (Cl): -0.096, atom 3 (Cl): -0.526, atom 4 (Cl): -0.230, atom 5 (Cl): -0.093, atom 6 (S): 1.055, atom 7 (S): -0.275, atom 8 (P): 1.026


What are the total energy values for these records? In order: -2986.6709; -2327.7152; -1767.1102; -5971.0738 Ha.